Computed, not measured: a gas-phase ion, C11H13BrP (charge +1), with ωB97M-V with the def2-TZVPD basis set.

```
26
Properties=species:S:1:pos:R:3:forces:R:3:lowdin_charge:R:1
C -3.856 -2.093 0.692 0.094 0.036 0.000 -0.04
C -3.641 -0.772 1.070 -0.063 -0.104 -0.039 -0.06
C -2.790 -2.903 0.325 -0.134 0.000 0.051 -0.06
C -2.361 -0.259 1.051 0.334 -0.110 -0.052 -0.11
C -1.501 -2.406 0.325 0.036 0.161 -0.046 -0.11
C -1.283 -1.070 0.663 0.143 -0.039 0.107 -0.49
C 1.526 1.069 -1.285 -0.119 0.014 0.401 -0.10
C 2.521 1.734 -0.525 0.158 0.273 0.165 -0.36
C 0.175 0.901 -0.897 -0.290 -0.053 -0.165 -0.29
C 2.204 2.436 0.594 -0.159 -0.187 -0.301 0.18
C 3.942 1.562 -0.962 0.167 -0.019 -0.091 -0.04
P 0.322 -0.252 0.743 -0.380 0.178 -0.159 0.74
Br 1.711 -1.801 0.045 0.224 -0.185 -0.040 0.44
H -4.855 -2.499 0.691 -0.109 -0.004 0.023 0.12
H -4.467 -0.153 1.385 -0.087 0.062 -0.008 0.11
H -2.969 -3.929 0.044 -0.007 -0.101 0.002 0.12
H -2.177 0.767 1.346 -0.077 0.106 0.060 0.10
H -0.677 -3.055 0.068 0.003 0.026 -0.062 0.06
H 1.877 0.511 -2.146 -0.010 -0.080 0.011 0.14
H -0.327 1.769 -0.471 0.063 -0.010 0.092 0.10
H -0.449 0.385 -1.624 0.063 0.042 0.079 0.11
H 2.977 2.859 1.217 0.124 0.022 0.046 0.10
H 1.192 2.645 0.898 -0.174 -0.046 -0.010 0.07
H 4.168 0.511 -1.136 0.042 -0.047 -0.001 0.09
H 4.631 1.945 -0.216 0.070 0.031 0.010 0.09
H 4.108 2.099 -1.894 0.088 0.033 -0.073 0.10
```
Positions in Å, forces in eV/Å.

HOMO-LUMO gap ... 6.5407 eV
HOMO energy ... -12.7 eV
ΔE to the lowest compared entry with this formula, charge and spin ... 20.16 kcal per mole
Total charge ... +1



Computed, not measured: a molecular structure, C43H62GeN3O2PSSeSi4Tl, with ωB97M-V with the def2-TZVPD basis set.

```
119
Properties=species:S:1:pos:R:3:forces:R:3:lowdin_charge:R:1
Tl -0.402 0.127 -0.502 0.154 0.869 -0.630 0.53
C -6.191 0.064 -1.293 -0.049 0.036 -0.022 -0.12
C -5.792 -0.993 -2.101 -0.137 0.073 -0.012 -0.12
C -4.505 -1.494 -2.024 0.271 -0.031 0.102 -0.04
C -3.585 -0.943 -1.118 -0.687 0.136 -0.147 -0.37
C -4.002 0.119 -0.295 0.114 -0.347 -0.036 -0.11
C -5.285 0.618 -0.395 -0.042 -0.039 0.053 -0.09
N -2.288 -1.406 -0.994 0.828 0.221 0.149 -0.09
N -2.067 -2.604 -1.480 -0.540 0.002 -0.127 0.04
C -0.839 -3.118 -1.264 0.456 -0.041 0.102 -0.37
C -0.582 -4.436 -1.723 0.012 0.055 0.009 -0.04
C 0.619 -5.028 -1.431 -0.038 0.067 0.037 -0.11
C 1.577 -4.318 -0.693 -0.042 0.000 -0.013 -0.10
C 1.281 -3.016 -0.335 0.349 -0.143 0.046 -0.18
N 0.124 -2.427 -0.613 -0.346 0.172 0.009 0.04
H -7.201 0.452 -1.358 0.007 0.016 -0.034 0.08
H -6.496 -1.420 -2.809 0.025 -0.029 -0.001 0.09
H -4.174 -2.304 -2.660 -0.041 -0.001 0.007 0.09
H -3.311 0.514 0.437 0.082 0.146 -0.042 0.07
H -5.574 1.455 0.229 -0.018 -0.033 0.031 0.10
H -1.364 -4.934 -2.282 0.006 -0.033 0.007 0.10
H 0.833 -6.033 -1.776 -0.045 -0.018 0.024 0.09
H 2.529 -4.760 -0.432 0.024 0.056 0.012 0.09
H 2.004 -2.405 0.203 -0.057 0.040 0.035 0.06
O -1.071 3.417 2.264 0.016 -0.158 -0.067 0.02
C -1.399 2.828 1.236 0.019 0.396 -0.023 -0.61
O -1.314 1.560 1.075 0.185 -0.704 -0.152 -0.23
C -2.028 3.689 0.124 -0.106 0.036 0.021 -0.15
C -2.306 5.004 0.507 -0.006 0.105 0.078 -0.05
C -2.902 5.929 -0.330 0.004 0.038 -0.023 -0.12
C -3.273 5.529 -1.608 0.020 -0.007 -0.006 -0.13
C -3.012 4.238 -2.017 -0.020 0.105 0.005 -0.16
C -2.361 3.301 -1.191 0.025 -0.157 0.107 -0.58
S -2.041 1.775 -1.979 0.225 -0.339 -0.031 0.62
H -2.028 5.282 1.515 0.042 -0.038 -0.005 0.10
H -3.074 6.946 0.003 -0.028 -0.023 0.045 0.08
H -3.760 6.223 -2.286 -0.007 -0.014 -0.008 0.09
H -3.305 3.915 -3.009 0.050 -0.009 -0.019 0.08
C 4.738 -0.528 -0.721 -0.236 0.131 0.009 -0.25
Si 4.093 1.146 -1.332 0.260 -0.137 0.260 0.34
C 4.090 2.510 -0.022 -0.220 -0.192 -0.105 -0.24
C 5.378 1.671 -2.653 -0.479 -0.019 -0.098 -0.22
Ge 1.797 0.924 -2.155 -0.413 -0.193 0.155 0.60
Si 1.200 3.119 -3.059 -0.108 0.404 -0.219 0.35
C 2.749 3.799 -3.958 -0.045 -0.272 0.210 -0.24
C -0.141 3.198 -4.401 0.127 -0.288 0.119 -0.25
C 0.820 4.338 -1.657 0.015 -0.308 -0.002 -0.20
Si 1.612 -0.683 -3.953 0.083 -0.096 -0.529 0.33
C 2.196 -2.465 -3.627 -0.080 0.325 0.257 -0.21
C -0.167 -0.749 -4.602 0.203 0.146 0.338 -0.21
C 2.709 -0.023 -5.375 -0.139 0.049 0.296 -0.23
H 5.730 -0.449 -0.269 0.047 0.095 -0.036 0.02
H 4.785 -1.267 -1.526 0.028 0.093 -0.107 0.01
H 4.051 -0.896 0.041 0.020 -0.030 0.033 -0.07
H 5.016 2.553 0.555 0.090 -0.039 -0.075 0.02
H 3.281 2.303 0.681 0.036 0.001 0.061 -0.04
H 3.900 3.492 -0.464 0.082 -0.013 -0.121 0.01
H 6.368 1.721 -2.193 -0.012 -0.070 0.129 0.02
H 5.161 2.651 -3.076 0.044 -0.027 -0.015 -0.01
H 5.424 0.956 -3.477 0.026 -0.028 -0.005 0.01
H 3.067 3.136 -4.766 0.024 -0.011 -0.014 0.01
H 3.589 3.908 -3.270 -0.025 0.070 0.007 -0.01
H 2.542 4.781 -4.391 -0.121 0.029 0.024 0.02
H 0.197 2.740 -5.335 0.092 0.030 -0.019 0.01
H -0.426 4.233 -4.607 0.149 0.084 0.043 0.03
H -1.033 2.672 -4.062 0.001 0.030 -0.042 -0.06
H 1.673 4.982 -1.434 0.086 -0.051 -0.057 0.02
H 0.567 3.799 -0.742 -0.011 0.053 0.028 0.02
H -0.036 4.974 -1.894 -0.036 -0.032 -0.059 0.03
H 1.404 -3.050 -3.157 -0.004 0.030 0.000 0.00
H 3.055 -2.492 -2.955 0.022 0.002 -0.006 0.01
H 2.479 -2.970 -4.554 -0.042 0.110 -0.107 0.02
H -0.851 -0.993 -3.784 -0.064 -0.042 -0.027 0.01
H -0.304 -1.489 -5.393 0.091 -0.055 -0.006 0.03
H -0.463 0.230 -4.985 -0.027 0.021 0.009 0.01
H 3.743 0.096 -5.043 0.021 -0.006 -0.012 0.01
H 2.352 0.958 -5.697 0.007 0.025 -0.024 0.00
H 2.704 -0.687 -6.243 -0.055 -0.073 0.010 0.02
C -0.226 -2.515 2.805 0.064 0.048 -0.163 -0.29
P -1.659 -1.464 2.279 0.047 -0.537 0.603 1.05
C -2.961 -2.761 2.583 -0.050 0.016 -0.231 -0.36
C -2.904 -3.641 3.665 0.003 0.061 0.111 -0.10
C -3.828 -4.663 3.811 0.016 -0.057 0.061 -0.10
C -4.831 -4.842 2.866 0.017 0.036 -0.021 -0.11
C -4.908 -3.972 1.792 -0.090 -0.109 -0.009 -0.09
C -3.984 -2.943 1.657 0.041 0.032 0.077 -0.08
C -1.857 -0.478 3.814 -0.014 0.155 -0.077 -0.36
C -0.733 0.169 4.330 0.022 -0.062 -0.035 -0.09
C -0.835 0.961 5.460 -0.050 0.050 0.064 -0.08
C -2.063 1.136 6.084 0.010 -0.027 0.023 -0.11
C -3.191 0.521 5.560 -0.053 0.062 0.033 -0.11
C -3.090 -0.273 4.426 -0.018 -0.055 -0.040 -0.10
H -0.221 -2.710 3.877 -0.038 -0.013 -0.003 0.03
H 0.695 -2.000 2.533 0.029 0.030 0.033 -0.07
H -0.267 -3.457 2.254 -0.033 -0.004 -0.011 0.04
H -2.126 -3.527 4.410 -0.013 0.018 0.004 0.10
H -3.760 -5.331 4.662 0.015 0.002 -0.001 0.09
H -5.534 -5.661 2.965 -0.028 0.027 0.010 0.09
H -5.680 -4.096 1.042 0.002 0.022 0.000 0.10
H -4.064 -2.279 0.814 0.020 0.094 -0.134 0.07
H 0.220 0.066 3.821 0.047 0.055 0.012 0.04
H 0.041 1.465 5.849 0.035 -0.015 -0.055 0.10
H -2.143 1.759 6.967 -0.003 0.009 -0.011 0.09
H -4.156 0.672 6.030 -0.008 -0.019 -0.020 0.09
H -3.981 -0.735 4.015 0.006 -0.028 0.023 0.10
C 5.242 0.406 3.386 -0.139 -0.106 0.076 -0.24
Si 3.719 -0.734 3.336 0.128 -0.173 0.022 0.03
C 3.060 -0.871 5.116 0.077 0.081 -0.174 -0.24
C 4.377 -2.469 2.899 0.001 0.141 0.075 -0.24
Se 2.252 -0.008 1.869 -0.169 0.133 -0.006 0.31
H 5.964 0.106 4.152 0.027 -0.030 0.012 0.01
H 4.931 1.433 3.586 -0.025 0.016 0.012 0.02
H 5.741 0.398 2.414 0.002 -0.017 -0.031 0.00
H 3.861 -1.107 5.824 0.027 -0.029 0.004 0.01
H 2.297 -1.649 5.188 -0.024 -0.016 -0.036 0.01
H 2.597 0.069 5.423 -0.002 0.028 -0.002 0.01
H 5.118 -2.824 3.622 0.019 -0.006 0.029 0.01
H 4.843 -2.455 1.911 0.010 0.022 -0.028 0.01
H 3.558 -3.191 2.864 -0.047 0.010 0.016 0.01
```
Positions in Å, forces in eV/Å.

2S+1 ... 2
HOMO-LUMO gap (spin up / spin down) ... 5.6183 / 6.0066 eV
Expectation value of S² ... 0.7733
HOMO energy (spin up / spin down) ... -1.7 / -2.1 eV
Total charge ... -2



Computed, not measured: a molecular structure, C40H34Br2GeN3O2PS5Tc, with ωB97M-V with the def2-TZVPD basis set.

```
89
Properties=species:S:1:pos:R:3:forces:R:3:lowdin_charge:R:1
Tc -0.708 0.189 1.304 -1.580 -1.646 -3.288 0.84
S -6.962 0.496 6.251 -0.553 0.047 0.222 0.35
C -5.502 0.484 5.475 0.838 -0.003 -0.509 -1.55
S -5.319 0.512 3.739 0.310 -0.061 1.051 0.81
C -3.548 0.433 3.652 -0.215 -0.042 1.519 -1.16
C -2.897 0.383 4.863 -1.389 -0.046 -0.633 -1.21
S -1.266 0.229 5.188 1.322 -0.025 0.918 0.48
S -3.971 0.425 6.294 -0.503 -0.008 -1.070 0.82
S -3.031 0.443 2.017 -0.057 0.096 -1.139 0.46
Br 0.880 3.605 4.832 0.146 -0.275 -0.173 0.71
C 1.923 2.449 3.724 -0.662 0.434 0.227 -0.59
C 3.296 2.547 3.767 0.287 -0.401 -0.429 -0.20
C 4.052 1.784 2.893 0.462 0.339 0.440 -0.63
Br 5.956 1.922 3.030 0.027 -0.027 -0.028 0.67
C 3.485 0.959 1.912 0.075 -0.001 -0.109 -0.22
C 4.186 0.209 0.944 -0.615 -0.391 -0.613 -0.05
C 3.449 -0.482 -0.013 1.289 0.634 0.619 -0.07
C 2.077 -0.452 0.009 -1.349 0.523 0.370 -0.15
N 1.369 0.210 0.952 0.696 -0.352 -0.191 -0.04
C 2.073 0.901 1.890 0.172 -0.361 -0.274 -0.17
C 1.252 1.577 2.843 -0.302 0.251 0.586 -0.44
O -0.001 1.367 2.834 1.014 0.519 0.195 -0.29
H 3.773 3.211 4.476 -0.005 -0.040 -0.036 0.09
H 5.265 0.186 0.940 0.048 0.027 0.021 0.07
H 3.950 -1.043 -0.790 0.005 -0.061 -0.035 0.10
H 1.484 -0.946 -0.745 -0.035 -0.084 0.059 0.06
N -0.246 4.565 0.446 -0.110 0.315 -0.060 0.17
C -0.055 3.224 0.228 0.223 0.123 -0.085 -0.65
N 1.104 2.905 -0.412 0.202 -0.153 0.085 0.20
O -0.885 2.408 0.582 -0.327 -0.173 0.052 -0.06
H 0.565 5.160 0.441 -0.009 -0.030 0.099 0.09
H -0.942 4.776 1.144 0.042 -0.099 0.013 0.11
H 1.548 3.598 -0.991 -0.050 -0.057 -0.055 0.10
H 1.164 1.945 -0.726 -0.019 0.178 0.032 0.08
C -1.099 -0.429 -0.451 1.039 0.673 1.960 -0.41
Ge -0.996 -0.030 -2.321 -0.509 -0.100 -0.095 0.87
C -0.403 1.772 -2.992 0.143 -0.243 0.398 -0.27
C -1.171 2.902 -2.699 -0.154 -0.418 -0.110 -0.14
C -0.751 4.167 -3.059 -0.003 0.322 -0.176 -0.11
C 0.457 4.341 -3.724 0.044 -0.093 0.061 -0.12
C 1.262 3.235 -3.967 0.134 0.407 -0.137 -0.11
C 0.845 1.975 -3.581 -0.228 -0.399 -0.051 -0.14
C -2.803 -0.301 -3.118 0.553 0.076 0.168 -0.26
C -3.495 -1.455 -2.773 0.155 -0.072 0.177 -0.11
C -4.742 -1.727 -3.303 -0.135 -0.175 -0.007 -0.10
C -5.328 -0.836 -4.187 -0.097 0.021 -0.076 -0.12
C -4.650 0.320 -4.538 -0.207 0.035 -0.172 -0.11
C -3.396 0.578 -4.012 0.175 0.185 -0.021 -0.12
C 0.181 -1.320 -3.317 -0.164 0.337 0.138 -0.26
C 0.495 -1.126 -4.660 -0.113 0.126 0.027 -0.13
C 1.368 -1.967 -5.327 0.105 -0.072 -0.258 -0.11
C 1.934 -3.048 -4.672 0.011 -0.089 0.053 -0.11
C 1.591 -3.290 -3.351 0.186 -0.216 -0.093 -0.10
C 0.727 -2.434 -2.692 -0.124 0.124 0.282 -0.13
H -2.110 2.770 -2.177 -0.087 0.071 0.075 0.11
H -1.368 5.027 -2.836 -0.031 0.012 0.050 0.10
H 0.770 5.327 -4.044 0.022 0.029 0.029 0.09
H 2.210 3.360 -4.476 0.058 -0.003 0.041 0.09
H 1.489 1.123 -3.759 0.065 -0.003 -0.056 0.09
H -3.039 -2.134 -2.064 -0.042 -0.121 0.075 0.09
H -5.260 -2.636 -3.028 -0.045 -0.030 0.051 0.10
H -6.309 -1.040 -4.596 -0.020 0.001 -0.013 0.09
H -5.105 1.022 -5.227 -0.008 0.043 -0.020 0.09
H -2.871 1.482 -4.294 -0.012 0.062 -0.064 0.08
H 0.053 -0.291 -5.187 -0.006 0.108 -0.104 0.10
H 1.618 -1.782 -6.365 -0.033 0.036 -0.025 0.09
H 2.631 -3.701 -5.183 -0.022 0.000 -0.025 0.09
H 2.004 -4.145 -2.830 0.027 -0.033 0.034 0.10
H 0.473 -2.619 -1.658 0.011 -0.047 0.067 0.06
C -1.011 -3.335 0.892 0.259 0.366 0.029 -0.26
P -0.596 -2.007 2.091 -0.514 0.059 0.205 0.81
C -1.603 -2.643 3.489 0.122 0.116 -0.203 -0.27
C 1.102 -2.372 2.638 -0.051 0.036 -0.211 -0.35
C 2.040 -3.033 1.852 -0.200 -0.059 0.242 -0.11
C 3.369 -3.066 2.239 0.182 -0.092 -0.022 -0.11
C 3.778 -2.418 3.391 0.131 -0.011 0.055 -0.11
C 2.849 -1.751 4.176 0.085 -0.060 0.064 -0.08
C 1.521 -1.725 3.800 -0.009 -0.053 0.109 -0.10
H -0.486 -3.136 -0.034 -0.012 -0.112 -0.160 -0.01
H -2.078 -3.231 0.698 -0.027 -0.015 -0.032 0.04
H -0.785 -4.330 1.275 0.009 -0.041 0.078 0.04
H -1.383 -3.697 3.662 0.055 -0.096 -0.093 0.04
H -2.653 -2.523 3.219 -0.043 0.085 0.020 0.04
H -1.407 -2.065 4.390 -0.056 0.112 0.035 -0.04
H 1.735 -3.523 0.939 -0.051 -0.064 -0.152 0.09
H 4.094 -3.584 1.625 0.077 -0.021 -0.070 0.09
H 4.822 -2.413 3.671 0.106 -0.031 0.018 0.09
H 3.164 -1.235 5.072 0.020 0.057 0.060 0.11
H 0.800 -1.182 4.394 -0.151 0.122 0.066 0.04
```
Positions in Å, forces in eV/Å.

2S+1 ... 2
HOMO-LUMO gap (spin up / spin down) ... 4.0220 / 4.0367 eV
Expectation value of S² ... 0.7823
HOMO energy (spin up / spin down) ... -0.4 / -0.4 eV
ΔE to the lowest compared entry with this formula, charge and spin ... 45.89 kcal per mole
Total charge ... -2



Computed, not measured: a gas-phase ion, C2H8N3O2 (charge +1), with ωB97M-V with the def2-TZVPD basis set.

```
15
Properties=species:S:1:pos:R:3:forces:R:3:lowdin_charge:R:1
C 1.486 0.152 -0.279 -1.115 2.768 -0.441 -0.11
C -1.151 0.612 0.180 4.677 1.681 1.709 -0.32
N 0.195 -0.105 -0.167 0.934 -5.858 -3.370 0.00
N 2.504 -0.527 -0.838 -1.361 -1.407 1.312 0.19
N -2.155 -0.364 0.209 0.246 1.170 0.420 0.11
O -0.004 -1.476 -0.787 -2.938 2.356 1.403 -0.02
O -0.744 1.045 1.500 -1.654 -2.482 -0.791 0.04
H -1.128 1.530 -0.453 -1.135 -1.108 -0.062 0.19
H 2.336 -1.551 -0.738 0.576 0.940 -0.818 0.14
H -1.059 -1.489 -0.747 2.679 -0.423 -0.478 0.14
H 3.493 -0.202 -0.953 -1.669 -0.066 0.596 0.17
H -2.881 0.150 0.710 -0.908 -0.206 -0.647 0.14
H 1.541 1.196 -0.033 1.310 0.491 0.263 0.15
H -1.813 -0.917 0.979 -0.021 -1.034 0.510 0.12
H -0.621 1.947 1.417 0.379 3.179 0.395 0.06
```
Positions in Å, forces in eV/Å.

HOMO-LUMO gap ... 10.9723 eV
SMILES ... N[C@@H](O)N(O)C=[NH2+]
HOMO energy ... -14.7 eV
ΔE to the lowest compared entry with this formula, charge and spin ... 100.89 kcal per mole
Total charge ... +1